(1)
This record from OMol25 describes the molecule C6H7N. The level of theory is wB97M-V/def2-TZVPD.

Atoms and positions in Å:
N (-1.102, 1.578, 1.981)
C (0.615, -0.708, -1.672)
C (0.804, 0.531, 0.603)
C (-1.100, -0.457, 0.219)
C (-0.573, 0.790, 1.168)
C (-2.330, -0.297, 0.495)
C (0.312, -0.716, -0.184)
H (0.186, -1.583, -2.167)
H (0.207, 0.191, -2.146)
H (0.669, -1.640, 0.280)
H (-2.096, 1.336, 1.969)
H (1.114, 1.345, -0.061)
H (1.700, -0.719, -1.823)
H (1.594, 0.348, 1.336)

Summary:
**Relative energy (zero: lowest compared OMol25 entry of this formula, charge and spin)**: 496.4 kJ/mol
**Charge**: 0
**Spin multiplicity**: 1
**Frontier orbital gap**: 10.185 eV

natural (NBO) atomic charge list, values in e, 8 entries:
1. N -0.593
2. C -0.598
3. C -0.462
4. C -0.418
5. C 0.402
6. C 0.151
7. C -0.219
8. H 0.222

(2)
This record from OMol25 describes a structure of composition C3H4BrI in a non-equilibrium geometry. The level of theory is wB97M-V/def2-TZVPD.

Atoms and positions in Å:
I (-2.312, -1.001, 0.130)
Br (-1.495, 2.163, -0.004)
C (0.429, 0.276, -0.465)
C (1.277, -0.680, -0.097)
C (-0.761, 0.491, 0.413)
H (2.028, -0.973, -0.834)
H (0.328, 0.982, -1.292)
H (-0.641, 0.203, 1.437)
H (1.148, -1.460, 0.712)

Summary:
**Relative energy (zero: lowest compared OMol25 entry of this formula, charge and spin)**: 60.6 kJ/mol
**Charge**: 0
**Spin multiplicity**: 1
**Frontier orbital gap**: 9.349 eV

natural (NBO) atomic charge list, values in e, 8 entries:
1. I 0.071
2. Br 0.083
3. C -0.258
4. C -0.362
5. C -0.430
6. H 0.207
7. H 0.235
8. H 0.237

(3)
This record from OMol25 describes the molecule C20H19FO4 in a non-equilibrium geometry. The level of theory is wB97M-V/def2-TZVPD.

Atoms and positions in Å:
F (-3.955, -0.341, -2.997)
O (2.818, -1.334, -2.226)
O (0.636, 0.343, 1.886)
O (4.895, -4.296, 1.533)
O (-0.482, 3.923, 0.483)
C (2.224, -2.005, 2.391)
C (-1.423, -0.902, -2.614)
C (-1.377, -0.191, -0.343)
C (-2.055, 0.423, 0.879)
C (-1.692, 1.918, 1.155)
C (-0.044, -0.577, -0.253)
C (0.596, -1.100, -1.369)
C (-3.541, -0.018, -1.703)
C (2.052, -1.477, -1.284)
C (-0.681, 2.537, 0.191)
C (-3.878, 1.459, -1.500)
C (3.219, -2.939, 2.509)
C (0.782, -0.479, 0.998)
C (2.511, -2.004, 0.047)
C (-0.099, -1.243, -2.538)
C (3.868, -3.375, 1.376)
C (3.522, -2.922, 0.132)
C (0.886, 4.201, 0.697)
C (1.863, -1.519, 1.159)
C (-2.076, -0.368, -1.523)
H (1.254, 3.786, 1.647)
H (1.005, 5.287, 0.752)
H (-1.264, 1.968, 2.161)
H (-4.065, 1.709, -0.456)
H (-3.142, 2.121, -1.963)
H (1.693, -1.604, 3.250)
H (-3.139, 0.380, 0.765)
H (-2.566, 2.578, 1.169)
H (-1.080, 2.431, -0.830)
H (-1.929, -1.069, -3.556)
H (3.467, -3.292, 3.503)
H (4.056, -3.289, -0.737)
H (1.521, 3.842, -0.124)
H (5.651, -3.796, 1.862)
H (-1.773, -0.184, 1.742)
H (-4.815, 1.649, -2.036)
H (-4.154, -0.653, -1.050)
H (0.298, 2.059, 0.223)
H (0.417, -1.637, -3.408)

Summary:
**SMILES string**: COCCCc1c([C@@H](C)F)ccc2c1C(=O)c1ccc(O)cc1C2=O
**Charge**: 0
**Spin multiplicity**: 1
**Frontier orbital gap**: 8.661 eV

natural (NBO) atomic charge list, values in e, 8 entries:
1. F -0.368
2. O -0.509
3. O -0.533
4. O -0.693
5. O -0.546
6. C -0.144
7. C -0.188
8. C -0.014

(4)
This record from OMol25 describes a structure of composition C20H24Cl42F3N4O in a non-equilibrium geometry. The level of theory is wB97M-V/def2-TZVPD.

Atoms and positions in Å:
Cl (1.857, -5.138, 3.782)
Cl (-1.483, 8.667, 1.421)
Cl (1.696, 4.326, -6.743)
Cl (3.299, -0.094, -6.565)
Cl (1.256, -6.428, 7.159)
Cl (4.120, -2.306, 4.352)
Cl (-6.743, -2.554, 1.335)
Cl (1.945, 2.049, -4.951)
Cl (-0.722, -6.480, 3.836)
Cl (-3.108, 10.760, 2.618)
Cl (-4.318, 5.379, 3.069)
Cl (-3.453, -6.950, 6.461)
Cl (-6.088, 0.272, 1.553)
Cl (-4.307, 4.611, 5.873)
Cl (8.670, -2.514, -5.840)
Cl (-4.339, 7.532, -6.598)
Cl (-1.739, 7.706, -2.433)
Cl (-3.711, -5.628, 3.876)
Cl (-3.085, 9.557, -4.928)
Cl (5.705, -1.722, -6.403)
Cl (2.076, 4.739, -3.888)
Cl (-3.041, 3.452, -1.085)
Cl (7.913, -5.314, -6.041)
Cl (2.777, -2.730, 6.899)
Cl (-5.450, 3.867, 0.491)
Cl (-5.949, 9.650, -5.422)
Cl (-1.165, -7.937, 7.724)
Cl (-3.063, 2.759, 1.735)
Cl (-2.164, 6.266, 4.810)
Cl (0.987, -9.159, 6.194)
Cl (-1.505, 5.923, -0.143)
Cl (0.666, 6.112, -2.054)
Cl (-0.243, 10.684, 3.112)
Cl (5.167, -1.080, 6.773)
Cl (9.418, -4.377, -3.736)
Cl (-0.393, -0.678, -7.122)
Cl (-5.236, -1.584, 3.624)
Cl (0.481, -1.209, -4.395)
Cl (-5.958, -7.096, 4.989)
Cl (-0.255, -4.325, 1.947)
Cl (-1.925, 0.348, -4.876)
Cl (3.090, -2.970, -6.159)
F (-1.942, -2.166, -1.648)
F (-2.942, -0.396, -0.498)
F (-2.783, -2.527, 0.401)
O (-0.085, -0.066, -0.160)
N (3.282, -1.900, 1.625)
N (1.884, -2.963, -1.525)
N (2.633, -3.997, 0.436)
N (2.336, -2.024, -0.664)
C (2.462, 3.713, -5.274)
C (-5.547, -1.378, 1.895)
C (-3.888, 5.876, 4.710)
C (-4.549, -6.095, 5.363)
C (-1.697, 9.716, 2.830)
C (4.017, -1.672, -6.927)
C (4.337, -2.488, 6.103)
C (-2.150, -1.535, -0.395)
C (2.271, -0.571, -1.006)
C (-4.546, 8.597, -5.200)
C (2.063, -4.204, -0.841)
C (9.143, -4.178, -5.472)
C (-0.727, -1.274, 0.266)
C (0.587, -8.031, 7.496)
C (-4.024, 2.845, 0.252)
C (-0.635, 6.999, -1.246)
C (0.715, -0.253, -1.343)
C (0.479, -5.685, 2.815)
C (2.804, -2.573, 0.559)
C (-0.310, -0.046, -5.474)
H (-0.195, 7.806, -0.666)
H (10.074, -4.393, -5.992)
H (-4.893, -5.192, 5.860)
H (1.480, -2.786, -2.457)
H (1.735, -5.153, -1.352)
H (0.279, -0.979, -2.101)
H (2.493, -0.007, -0.040)
H (-4.456, 6.770, 4.957)
H (-0.118, -2.220, 0.131)
H (-1.864, 9.087, 3.701)
H (-4.718, 7.979, -4.322)
H (0.285, 0.867, -5.482)
H (3.095, -2.233, 2.593)
H (1.032, -8.399, 8.417)
H (3.988, -1.823, -8.004)
H (-4.361, 1.841, 0.004)
H (2.970, -0.260, -1.845)
H (0.839, -6.405, 2.084)
H (0.740, 0.767, -1.871)
H (-4.618, -1.553, 1.358)
H (4.952, -3.367, 6.281)
H (3.774, -1.022, 1.449)
H (-0.918, -1.155, 1.391)
H (3.539, 3.720, -5.421)

Summary:
**Charge**: +1
**Spin multiplicity**: 1
**Frontier orbital gap**: 8.918 eV

Mulliken atomic charge list, values in e, 8 entries:
1. Cl -0.081
2. Cl -0.079
3. Cl -0.120
4. Cl -0.011
5. Cl -0.066
6. Cl -0.167
7. Cl -0.126
8. Cl -0.074

(5)
This record from OMol25 describes a cluster of 10 separate species, C28H81N9O13 in total in a non-equilibrium geometry. The level of theory is wB97M-V/def2-TZVPD.

Atoms and positions in Å:
O (-3.044, 1.752, -11.884)
O (-6.078, 4.382, 0.327)
O (-7.894, 2.094, -8.552)
O (-9.505, 3.609, -6.498)
O (8.423, -2.608, -4.104)
O (6.857, -3.888, -6.259)
O (3.050, -10.400, 5.063)
O (-5.398, -5.048, -2.141)
O (-1.126, -2.848, 6.826)
O (-4.938, -6.556, 0.434)
O (0.174, -1.050, -1.674)
O (-1.225, 5.993, 8.776)
O (7.234, 4.988, -0.690)
N (1.453, 0.020, 6.541)
N (-0.202, 0.563, -0.117)
N (-7.430, 6.192, 0.102)
N (-0.110, 0.292, -10.285)
N (-1.276, 5.413, 5.796)
N (7.125, 3.031, 2.449)
N (-7.567, 4.962, 1.795)
N (4.734, -8.781, 2.818)
N (-1.685, 0.088, -1.585)
C (7.180, 3.819, 0.032)
C (-2.435, -2.796, 7.369)
C (-2.313, 7.480, 6.377)
C (7.134, 4.195, 1.556)
C (7.055, -3.008, -3.970)
C (-0.499, -1.504, 6.744)
C (2.706, -8.162, 1.908)
C (-0.431, 6.658, 7.818)
C (-0.823, 6.140, 10.167)
C (-3.562, 1.577, -13.207)
C (-8.800, 2.385, -6.336)
C (8.449, 4.953, 1.902)
C (7.688, 4.808, -2.082)
C (-1.892, 0.946, -11.760)
C (-0.670, 2.580, -10.161)
C (-5.986, -4.719, -0.912)
C (-7.043, 5.085, 0.644)
C (-5.128, -5.155, 0.249)
C (-0.463, -0.158, -1.183)
C (2.522, -11.597, 5.505)
C (-1.219, 1.183, -10.374)
C (-7.491, 2.286, -7.188)
C (3.345, -8.715, 3.171)
C (6.260, -3.045, -5.300)
C (2.779, -10.080, 3.653)
C (-1.035, 6.660, 6.422)
C (0.983, -1.376, 6.355)
C (1.806, -2.286, 7.283)
H (1.712, -10.104, 3.430)
H (6.224, 4.737, 1.813)
H (-2.006, -0.121, -11.952)
H (0.734, 0.579, 0.263)
H (8.543, 5.057, 2.983)
H (-2.723, 7.770, 5.409)
H (6.507, -2.405, -3.247)
H (-1.102, 1.275, -12.435)
H (-1.336, 5.374, 10.749)
H (0.054, 2.540, -9.347)
H (-6.995, 1.359, -6.899)
H (-8.386, 2.442, -5.329)
H (-1.935, -0.572, -2.307)
H (-4.487, 2.143, -13.316)
H (7.632, 3.159, 3.314)
H (7.986, 3.178, -0.326)
H (-6.206, -3.651, -0.885)
H (-2.548, -2.271, 8.318)
H (-8.387, 6.438, 0.311)
H (7.077, -4.009, -3.539)
H (-1.365, 3.380, -9.905)
H (2.778, -11.630, 6.564)
H (-0.188, 2.937, -11.071)
H (5.390, -9.055, 3.536)
H (-5.385, -4.782, 1.241)
H (2.870, -2.205, 7.064)
H (3.182, -10.847, 2.990)
H (6.333, 3.197, -0.257)
H (5.305, -3.545, -5.142)
H (3.331, -7.936, 3.933)
H (-7.098, 4.262, 2.353)
H (-3.181, -2.355, 6.708)
H (-1.157, 7.135, 10.459)
H (-1.255, -1.039, 6.112)
H (1.621, -8.230, 1.996)
H (-0.180, 7.692, 8.056)
H (0.251, 6.033, 10.323)
H (-4.127, -4.761, 0.074)
H (-9.777, 3.690, -7.415)
H (-2.839, 1.931, -13.941)
H (2.979, -12.428, 4.968)
H (-4.358, -6.835, -0.278)
H (6.172, 2.859, 2.735)
H (-1.914, 1.086, -9.540)
H (-0.966, 1.213, -0.004)
H (7.434, -3.356, -6.812)
H (8.995, -3.364, -4.256)
H (0.997, 0.631, 5.878)
H (6.032, -2.079, -5.749)
H (-0.561, -1.140, 7.769)
H (1.677, -3.365, 7.201)
H (-8.148, 5.610, 2.308)
H (-3.066, 7.211, 7.118)
H (-3.731, 0.510, -13.356)
H (-2.009, 8.491, 6.647)
H (-1.993, 4.974, 6.356)
H (-2.662, -3.854, 7.498)
H (1.546, -2.108, 8.327)
H (7.061, 4.058, -2.564)
H (-1.618, 5.574, 4.860)
H (5.084, -7.848, 2.655)
H (1.435, -11.643, 5.436)
H (-0.266, 7.211, 5.881)
H (-9.456, 1.542, -6.554)
H (-6.806, 3.127, -7.077)
H (-7.000, 6.362, -0.796)
H (0.509, 6.116, 7.919)
H (3.017, -7.121, 1.829)
H (0.068, 0.152, -9.301)
H (-7.012, 1.953, -8.903)
H (8.342, 5.967, 1.518)
H (-5.488, -5.973, -2.383)
H (8.749, 4.577, -2.180)
H (-2.257, 0.839, -1.225)
H (9.305, 4.394, 1.523)
H (1.189, 0.283, 7.480)
H (7.426, 5.740, -2.584)
H (2.980, -8.794, 1.064)
H (1.094, -1.882, 5.396)
H (-6.931, -5.221, -0.706)
H (-0.407, -0.616, -10.611)

Summary:
**Relative energy (zero: lowest compared OMol25 entry of this formula, charge and spin)**: 530.0 kJ/mol
**SMILES string**: COC[C@H](C)N.COC[C@H](C)N.COC[C@H](C)N.COC[C@H](C)N.COC[C@H](C)N.NC(N)=O.NC(N)=O.OCCO.OCCO.OCCO
**Charge**: 0
**Spin multiplicity**: 1
**Frontier orbital gap**: 9.322 eV

Mulliken atomic charge list, values in e, 8 entries:
1. O -0.291
2. O -0.677
3. O -0.506
4. O -0.514
5. O -0.534
6. O -0.528
7. O -0.303
8. O -0.530

(6)
This record from OMol25 describes a structure of composition C27H44N2O3PRhS7. The level of theory is wB97M-V/def2-TZVPD.

Atoms and positions in Å:
Rh (-0.515, 0.004, -0.087)
S (-1.105, -0.751, 4.620)
S (-1.357, -2.028, 0.507)
S (-0.920, -0.406, -2.460)
S (-2.590, -2.845, 3.156)
S (-1.830, 3.086, -1.214)
S (0.171, 0.281, 2.066)
S (-2.577, 0.756, 0.554)
P (2.852, 1.410, -0.473)
O (1.685, 0.457, -0.533)
O (-2.710, -2.503, 5.769)
O (-4.052, 2.712, 0.165)
N (-3.541, -1.140, -2.475)
N (-2.123, -2.802, -2.447)
C (-2.259, -1.466, -2.457)
C (4.348, 0.562, 0.181)
C (1.174, 2.000, -4.143)
C (1.066, 2.934, -2.944)
C (1.091, 3.317, 0.589)
C (0.547, 3.711, 1.959)
C (2.571, 2.864, 0.631)
C (4.579, -1.538, -1.247)
C (2.455, 3.371, -2.487)
C (1.469, 4.683, 2.693)
C (-4.089, 0.185, -2.640)
C (3.442, -1.707, 0.972)
C (-2.233, -2.119, 4.739)
C (3.327, 2.175, -2.075)
C (-0.860, -0.851, 2.892)
C (-3.395, -3.465, -2.176)
C (5.213, -0.218, -0.817)
C (3.407, 1.202, -3.267)
C (-1.523, -1.810, 2.232)
C (4.350, -2.420, -0.023)
C (3.997, -0.342, 1.380)
C (-4.399, -2.319, -2.387)
C (3.081, 2.799, 2.077)
C (2.035, 0.791, -3.796)
C (2.933, 4.187, 2.700)
C (-2.832, 2.285, -0.185)
C (-4.506, 3.973, -0.326)
H (2.166, 0.149, -4.670)
H (1.110, 4.813, 3.715)
H (2.511, 2.068, 2.654)
H (-4.453, 4.006, -1.413)
H (3.978, 0.309, -3.024)
H (-1.235, -3.193, -2.179)
H (5.318, -2.640, 0.443)
H (-4.974, -2.434, -3.309)
H (0.401, 2.810, 2.558)
H (2.386, 4.121, -1.698)
H (1.414, 5.667, 2.221)
H (5.224, -2.038, -1.973)
H (3.913, -3.378, -0.314)
H (-4.852, 0.360, -1.881)
H (-3.561, -4.292, -2.863)
H (0.450, 2.529, 0.186)
H (3.962, 1.721, -4.057)
H (0.462, 3.812, -3.185)
H (3.333, 4.177, 3.715)
H (4.964, 1.395, 0.539)
H (3.303, -2.312, 1.871)
H (5.483, 0.404, -1.672)
H (3.290, 0.143, 2.051)
H (1.630, 2.543, -4.980)
H (-5.532, 4.057, 0.018)
H (3.167, 3.647, 0.143)
H (3.563, 4.877, 2.130)
H (4.127, 2.497, 2.123)
H (-3.290, 0.914, -2.524)
H (-4.532, 0.289, -3.633)
H (0.546, 2.421, -2.128)
H (3.617, -1.354, -1.738)
H (0.183, 1.677, -4.469)
H (-3.420, -3.835, -1.150)
H (-5.093, -2.207, -1.554)
H (-0.446, 4.146, 1.826)
H (6.155, -0.445, -0.305)
H (1.532, 0.190, -3.036)
H (0.986, 4.155, -0.105)
H (2.965, 3.859, -3.326)
H (4.340, 2.542, -1.858)
H (4.924, -0.488, 1.949)
H (2.455, -1.573, 0.528)
H (-3.896, 4.780, 0.081)

Summary:
**Relative energy (zero: lowest compared OMol25 entry of this formula, charge and spin)**: 94.1 kJ/mol
**Charge**: 0
**Spin multiplicity**: 1
**Frontier orbital gap**: 6.385 eV

Mulliken atomic charge list, values in e, 8 entries:
1. Rh 0.960
2. S -0.148
3. S -0.435
4. S -0.227
5. S -0.173
6. S -0.172
7. S -0.284
8. S -0.390

(7)
This record from OMol25 describes the ion C4H10N3 with charge +1 in a non-equilibrium geometry. The level of theory is wB97M-V/def2-TZVPD.

Atoms and positions in Å:
N (2.380, -0.149, 0.208)
N (0.240, -0.886, -0.140)
N (-0.539, 1.259, 0.729)
C (1.679, 0.859, -0.522)
C (0.206, 0.391, -0.530)
C (1.667, -1.173, 0.326)
C (-1.019, -1.609, -0.128)
H (-0.922, -2.480, 0.517)
H (2.164, 0.969, -1.543)
H (-0.355, 2.178, 0.213)
H (0.096, 0.909, 1.433)
H (-1.847, -0.815, 0.286)
H (-0.486, 0.583, -1.397)
H (1.809, 1.888, 0.017)
H (-1.510, 1.041, 0.845)
H (1.786, -2.002, 0.976)
H (-1.194, -1.879, -1.240)

Summary:
**Relative energy (zero: lowest compared OMol25 entry of this formula, charge and spin)**: 274.4 kJ/mol
**SMILES string**: CN1C=NC[C@@H]1[NH3+]
**Charge**: +1
**Spin multiplicity**: 1
**Frontier orbital gap**: 10.135 eV

natural (NBO) atomic charge list, values in e, 8 entries:
1. N -0.392
2. N -0.486
3. N -0.789
4. C -0.305
5. C 0.145
6. C 0.283
7. C -0.397
8. H 0.242